Density functional theory data (ωB97M-V with the def2-TZVPD basis set) for a 3-piece molecular cluster, C9H18N3O5S overall at a distorted geometry.

Structure (XYZ):
```
36
Properties=species:S:1:pos:R:3
C 0.187 2.298 -0.178
S -1.083 3.210 -1.029
O -1.453 2.396 -2.186
O -0.540 4.501 -1.402
C -2.405 3.470 0.075
N -2.940 2.079 0.499
C -3.951 1.835 -0.118
O -4.736 1.433 -0.911
H 1.122 2.660 -0.549
H 0.079 1.242 -0.349
H 0.109 2.480 0.883
H -3.137 3.959 -0.561
C 4.503 0.815 -0.921
C 3.584 0.853 0.278
O 3.069 1.883 0.665
N 3.338 -0.324 0.919
C 3.847 -1.643 0.604
H 4.593 1.820 -1.318
H 5.494 0.459 -0.634
H 4.092 0.168 -1.696
H 2.712 -0.227 1.702
H 3.014 -2.317 0.391
H 4.404 -2.038 1.457
H 4.502 -1.613 -0.259
C -3.094 -1.300 -0.320
C -1.662 -1.718 -0.079
O -0.701 -1.097 -0.483
N -1.469 -2.872 0.637
C -2.471 -3.753 1.203
H -3.122 -0.386 -0.898
H -3.613 -2.079 -0.883
H -3.600 -1.129 0.630
H -0.499 -3.105 0.768
H -2.339 -3.816 2.286
H -2.363 -4.756 0.782
H -3.470 -3.389 0.993
```

The LUMO energy comes out at 2.482 eV. The calculation puts the HOMO-LUMO gap at 5.323 eV. The net charge is -1. The value obtained for the total energy is -1292.380968 Eh. The HOMO energy is -2.84 eV.